No. 1
Below is a molecular structure, C2H3N3O3 at a distorted geometry, with properties calculated with ωB97M-V/def2-TZVPD.

Summary:
- Charge: 0
- E_LUMO: -0.636 eV
- E_tot: -12725.4817 eV
- F_max: 9.7 eV/Å
- HOMO-LUMO gap: 8.3 eV
- ΔE to the lowest compared entry with this formula, charge and spin: 195.5 kcal per mole
- E_HOMO: -8.93 eV

Geometry (Å):
C -0.254 -0.118 0.379
C -0.341 0.645 -1.596
H -2.117 0.965 1.276
H -0.672 1.314 -2.577
H 2.756 -1.022 0.595
N -0.468 -0.768 1.649
N -1.067 0.635 -0.492
N 1.186 -0.207 -0.044
O -1.682 0.107 2.056
O 0.953 -0.170 -1.678
O 1.705 -1.382 0.431

***

No. 2
Below is a single C2H3N3O3 molecule at a distorted geometry, with properties calculated with ωB97M-V/def2-TZVPD.

Summary:
- Charge: 0
- E_LUMO: 0.199 eV
- E_tot: -12732.5533 eV
- F_max: 5.5 eV/Å
- SMILES: O=c1nc(O)[nH]n1O
- HOMO-LUMO gap: 10.0 eV
- ΔE to the lowest compared entry with this formula, charge and spin: 32.4 kcal per mole
- E_HOMO: -9.81 eV

Geometry (Å):
O 0.608 -0.353 -2.493
C 0.273 -0.294 -1.303
N -0.972 0.259 -0.929
C -1.004 0.216 0.349
O -1.973 0.681 1.151
N 0.195 -0.095 0.895
N 0.914 -0.656 -0.146
O 2.228 -0.218 -0.312
H -2.743 0.946 0.585
H 0.129 -0.639 1.668
H 2.346 0.153 0.536

***

No. 3
Below is 2 unconnected molecules or ions with the total composition C2H3N3O3 at a distorted geometry, with properties calculated with ωB97M-V/def2-TZVPD.

Summary:
- Charge: 0
- E_LUMO: -0.540 eV
- E_tot: -12728.6715 eV
- F_max: 8.4 eV/Å
- HOMO-LUMO gap: 9.2 eV
- ΔE to the lowest compared entry with this formula, charge and spin: 121.9 kcal per mole
- E_HOMO: -9.74 eV

Geometry (Å):
C -1.169 -0.071 -0.163
C -0.042 0.835 -0.075
H -2.481 1.171 -0.533
H 0.963 -1.943 -0.489
H 1.931 0.093 1.157
N -0.712 -1.259 -0.177
N 0.572 -1.287 0.083
N 1.010 0.000 -0.277
O -2.444 0.144 0.369
O 2.258 0.221 0.210
O 0.113 2.095 -0.104

***

No. 4
Below is a single C2H3N3O3 molecule at a distorted geometry, with properties calculated with ωB97M-V/def2-TZVPD.

Summary:
- Charge: 0
- E_LUMO: 0.428 eV
- E_tot: -12730.7056 eV
- F_max: 2.2 eV/Å
- SMILES: Nc1non(O)c1=O
- HOMO-LUMO gap: 9.7 eV
- ΔE to the lowest compared entry with this formula, charge and spin: 75.0 kcal per mole
- E_HOMO: -9.28 eV

Geometry (Å):
N -1.187 -1.970 0.570
C -0.888 -0.711 0.266
N -1.657 0.328 0.103
O -0.722 1.375 -0.343
N 0.604 0.856 -0.382
O 1.633 1.748 -0.504
C 0.554 -0.422 0.028
O 1.427 -1.256 0.243
H -0.432 -2.601 0.428
H -2.098 -2.384 0.375
H 1.518 2.336 0.230

***

No. 5
Below is a single C2H3N3O3 molecule at a distorted geometry, with properties calculated with ωB97M-V/def2-TZVPD.

Summary:
- Charge: 0
- E_LUMO: -0.151 eV
- E_tot: -12732.4977 eV
- F_max: 6.0 eV/Å
- SMILES: O=c1nc(O)n(O)[nH]1
- HOMO-LUMO gap: 10.1 eV
- ΔE to the lowest compared entry with this formula, charge and spin: 33.7 kcal per mole
- E_HOMO: -10.27 eV

Geometry (Å):
O -2.846 -0.210 0.134
C -1.650 -0.212 0.116
N -0.743 -1.293 0.167
C 0.459 -0.826 -0.023
O 1.497 -1.530 0.022
N 0.519 0.511 -0.431
O 1.492 1.278 0.349
N -0.814 0.884 -0.157
H 2.348 -1.223 -0.561
H 1.012 1.134 1.274
H -1.275 1.488 -0.890

***

No. 6
Below is a molecular structure, C2H3N3OS at a distorted geometry, with properties calculated with ωB97M-V/def2-TZVPD.

Summary:
- Charge: 0
- E_LUMO: -0.015 eV
- E_tot: -19469.9106 eV
- F_max: 1.5 eV/Å
- HOMO-LUMO gap: 9.2 eV
- ΔE to the lowest compared entry with this formula, charge and spin: 119.4 kcal per mole
- E_HOMO: -9.24 eV

Geometry (Å):
C -1.084 -1.242 1.720
C 1.299 -0.702 1.550
N -0.879 -0.328 0.851
N 0.427 -0.026 0.813
N 0.776 1.099 -0.522
O 0.555 2.341 -0.451
S 0.378 -1.769 2.518
H -2.033 -1.684 1.936
H 1.775 0.835 -0.600
H 0.153 0.569 -1.164